[1]
{"formula": "C2H5N5S", "method": "ωB97M-V with the def2-TZVPD basis set", "elements": ["S", "N", "N", "N", "N", "N", "C", "C", "H", "H", "H", "H", "H"], "xyz": [[-2.1073, -0.7866, 0.1704], [-0.5264, -0.3127, -0.6369], [2.8288, -0.7246, 0.1830], [0.5491, -1.0788, -0.0618], [1.2437, 1.0172, 0.0483], [-0.9237, 2.0836, 0.0051], [-0.1566, 1.0377, -0.1920], [1.6935, -0.2948, 0.0122], [0.5566, -1.9944, -0.6412], [-1.8658, 1.8048, -0.0696], [1.6685, 1.7587, 0.8196], [3.4543, 0.0895, 0.0863], [-1.5203, -0.4241, 1.3926]], "forces_ev_per_a": [[2.3, 0.9, 0.5], [-0.6, 1.3, 1.6], [3.1, -0.3, -0.4], [-1.1, -3.2, -2.1], [-0.4, 2.9, 1.7], [3.6, -2.3, -0.2], [-1.2, 2.3, 0.5], [-2.4, 0.6, 0.6], [0.8, 2.1, 1.5], [-1.5, -0.3, -0.4], [-1.6, -2.7, -3.0], [0.1, -0.7, 0.5], [-1.1, -0.6, -0.8]], "smiles": "[H]/N=c1/[nH]/c(=N\\[H])[nH]n1S", "gap_ev": 9.43, "max_force_ev_per_a": 4.335, "de_lowest_kcal_mol": 24.7}

=====

[2]
{"formula": "C4H9N3S", "method": "ωB97M-V with the def2-TZVPD basis set", "elements": ["S", "N", "N", "N", "C", "C", "C", "C", "H", "H", "H", "H", "H", "H", "H", "H", "H"], "xyz": [[-0.4493, 0.9223, 0.9597], [-0.2617, -0.3596, -1.5342], [2.4529, 0.8470, 0.4397], [1.7107, 0.2971, -0.5648], [-1.5586, 0.1861, -1.9176], [0.1195, -0.2422, 2.2287], [0.4336, 0.2495, -0.4598], [-1.4448, -1.1268, -1.2727], [-1.7147, 0.2524, -2.9769], [-1.9628, 0.9889, -1.3177], [3.3604, 1.1161, 0.0773], [1.9814, 1.5828, 0.9416], [-1.8061, -1.2024, -0.2356], [-0.2896, -1.2476, 2.0473], [-0.2242, 0.1143, 3.1881], [-1.5282, -2.0599, -1.8505], [1.1815, -0.3178, 2.2474]], "forces_ev_per_a": [[0.1, 0.0, -0.1], [0.5, 0.4, -0.1], [0.3, -0.3, -0.3], [-0.8, -0.1, 0.0], [0.0, 0.1, 0.0], [-0.7, -0.7, -0.3], [0.9, 0.0, 0.1], [-0.7, -1.2, 0.6], [-0.1, 0.1, -0.3], [-0.1, 0.1, 0.0], [-0.3, 0.0, 0.1], [-0.2, 0.4, 0.2], [0.2, 0.1, -0.4], [0.0, 0.4, 0.1], [-0.2, 0.2, 0.2], [0.0, 0.5, 0.3], [0.8, 0.1, -0.1]], "smiles": "CS/C(=N\\N)N1CC1", "gap_ev": 9.43, "max_force_ev_per_a": 1.525, "de_lowest_kcal_mol": 57.6}

=====

[3]
{"formula": "C54H50EuN5O3P2S2Se", "method": "ωB97M-V with the def2-TZVPD basis set", "elements": ["Eu", "Se", "S", "S", "P", "P", "O", "O", "O", "N", "N", "N", "N", "N", "C", "C", "C", "C", "C", "C", "C", "C", "C", "C", "C", "C", "C", "C", "C", "C", "C", "C", "C", "C", "C", "C", "C", "C", "C", "C", "C", "C", "C", "C", "C", "C", "C", "C", "C", "C", "C", "C", "C", "C", "C", "C", "C", "C", "C", "C", "C", "C", "C", "C", "C", "C", "C", "C", "H", "H", "H", "H", "H", "H", "H", "H", "H", "H", "H", "H", "H", "H", "H", "H", "H", "H", "H", "H", "H", "H", "H", "H", "H", "H", "H", "H", "H", "H", "H", "H", "H", "H", "H", "H", "H", "H", "H", "H", "H", "H", "H", "H", "H", "H", "H", "H", "H", "H"], "xyz": [[-4.7721, 20.6758, 10.1114], [-2.8096, 18.0358, 11.6880], [-5.5330, 22.9105, 14.7676], [-8.3097, 18.0680, 12.2470], [-2.5714, 23.2859, 9.8570], [-7.4648, 22.2799, 9.2628], [-5.5457, 20.4544, 7.5427], [-5.3674, 24.2326, 10.1299], [-3.5214, 19.6328, 8.1475], [-0.8553, 16.2543, 10.2765], [-2.7882, 19.1578, 5.7117], [-4.3771, 21.5740, 12.5375], [-6.3445, 18.8594, 10.7508], [-1.4225, 15.5118, 12.2551], [-9.9713, 20.2859, 5.9247], [-2.4251, 25.2799, 11.9472], [-4.2529, 26.5544, 12.8132], [-10.2147, 22.8148, 12.9553], [-2.4111, 24.3207, 8.3848], [-1.0621, 22.0798, 11.8674], [-4.5952, 24.9283, 10.9815], [-9.0628, 20.3965, 8.1544], [-6.3013, 24.8609, 9.3421], [-1.3317, 25.1905, 8.3306], [-1.1089, 25.9750, 7.2018], [-8.8164, 22.7009, 13.1173], [-4.4817, 19.8240, 7.2836], [-1.0275, 22.8828, 10.7129], [-0.4815, 14.6436, 11.7694], [-7.2292, 26.7665, 8.2673], [-6.6661, 17.5163, 10.3031], [-8.3424, 26.0743, 7.9243], [-6.1248, 26.1707, 8.8942], [-6.0413, 15.3687, 9.3814], [-4.8293, 22.1407, 13.5149], [0.2183, 22.9473, 10.0543], [-2.9407, 26.1521, 12.8941], [-5.1013, 25.9130, 11.8700], [-7.9521, 15.5557, 10.8229], [-3.2324, 24.2681, 7.2777], [-3.2310, 24.5731, 10.9784], [0.1249, 21.6001, 12.4677], [-1.5900, 16.6025, 11.3787], [-7.1802, 19.2250, 11.7359], [-8.0010, 22.4425, 11.9883], [1.3291, 21.8414, 11.8451], [-0.1524, 15.0731, 10.5541], [-8.4767, 24.7211, 8.2388], [-4.6745, 20.2956, 4.6941], [-7.4036, 24.0738, 8.9004], [-1.8911, 25.8099, 6.0234], [1.3915, 22.4910, 10.6086], [-9.3037, 21.4371, 5.6061], [-9.7438, 19.6497, 7.1734], [-2.2575, 15.3089, 13.4119], [-7.6958, 16.9210, 11.0554], [-7.0472, 14.7487, 10.1581], [-8.4575, 21.6343, 7.8912], [-10.0090, 22.3990, 10.5633], [-0.7723, 17.1716, 9.1785], [-8.5204, 22.1549, 6.5493], [-5.8596, 16.7354, 9.4063], [-4.2863, 19.3337, 5.7965], [-10.8003, 22.5550, 11.6933], [-2.9985, 24.9633, 6.0852], [-8.5916, 22.3009, 10.7081], [-2.2257, 20.3719, 5.0536], [-3.4254, 21.1967, 4.5194], [-9.5210, 21.8504, 4.5606], [-0.1558, 13.7389, 12.3287], [-5.2013, 26.6909, 9.1303], [-7.1799, 13.6520, 10.2982], [-9.4175, 24.1807, 8.0770], [-7.0727, 20.1017, 12.3484], [-5.4603, 14.7587, 8.7369], [-2.4265, 19.1131, 6.7178], [-9.0440, 20.0271, 9.1965], [-0.1635, 18.1042, 9.4736], [0.4754, 14.6708, 9.7814], [-0.2978, 26.7202, 7.2503], [0.1153, 21.0978, 13.4823], [-8.0956, 23.1140, 6.2845], [-2.7964, 16.2751, 13.6390], [-4.6584, 27.4073, 13.4127], [-10.7957, 22.9302, 13.8514], [-7.1780, 27.8587, 8.1376], [-6.1221, 26.2576, 11.7094], [-9.2092, 26.5445, 7.5079], [-5.6368, 20.7926, 4.8818], [-11.9097, 22.4778, 11.5842], [-10.7076, 19.9078, 5.2084], [2.2099, 21.4460, 12.3488], [-8.8437, 15.0636, 11.2809], [-3.4449, 22.1471, 5.0459], [-1.5425, 20.9076, 5.7412], [-6.9222, 22.3764, 12.0389], [-2.0029, 21.9640, 12.4754], [-3.6530, 24.8431, 5.2295], [-10.1563, 18.6515, 7.3668], [-1.7371, 17.5265, 8.9550], [-1.7103, 15.0811, 14.3828], [-2.2671, 26.5356, 13.6508], [-4.1563, 23.6455, 7.3944], [-0.7853, 25.3098, 9.2716], [-8.3704, 22.8954, 14.1370], [-10.5011, 22.4234, 9.5724], [-3.2747, 21.3622, 3.4479], [-1.3090, 25.0873, 12.0147], [-1.5484, 20.0448, 4.2726], [0.2659, 23.5431, 9.1358], [-5.0289, 17.2227, 8.7974], [-2.9978, 14.5109, 13.1972], [-4.7633, 18.3567, 5.6786], [-2.6369, 18.3137, 5.1489], [-1.7851, 26.3488, 5.0661], [-4.7945, 19.6965, 3.7887], [2.3728, 22.5836, 10.1025], [-0.3249, 16.6621, 8.3171]], "forces_ev_per_a": [[0.5, 0.6, 0.5], [0.7, -0.4, -0.3], [0.8, -0.7, -1.0], [0.0, -0.6, -0.7], [-2.0, -0.1, 1.1], [0.0, 0.7, 0.7], [1.8, -1.1, 0.6], [-1.1, -1.1, -1.1], [-1.6, 0.2, -1.0], [-0.6, 0.4, 2.3], [-0.1, -0.4, 0.4], [-1.5, 0.5, 0.4], [-1.4, -0.3, 0.4], [-0.2, 2.4, -0.4], [-0.1, -1.4, 0.9], [0.9, -1.6, -0.6], [-1.9, 0.0, -0.7], [1.1, -1.3, -0.8], [1.3, 0.0, -0.6], [-0.8, 0.5, 1.7], [1.7, 1.2, 1.7], [-0.2, -0.9, 0.0], [-0.4, -0.3, -1.2], [-0.1, 0.9, 0.1], [0.4, 0.3, -0.7], [0.1, 0.6, 0.1], [-0.8, 1.2, 0.3], [1.4, -1.7, -0.7], [-0.2, -1.2, 0.8], [1.9, 1.6, 0.3], [1.2, 0.7, 0.7], [-1.5, -1.3, 0.3], [-0.9, -0.7, 0.5], [-0.6, 0.2, 0.5], [0.2, -0.7, -1.5], [-0.4, 1.5, -0.6], [0.6, 0.0, -0.4], [0.8, 0.2, -0.4], [-1.1, -0.8, 1.5], [-1.9, -1.4, -0.1], [0.1, 1.6, 1.9], [-1.0, 0.2, 0.5], [-0.6, -2.1, 0.4], [1.2, -1.5, -1.0], [-1.3, 0.0, -0.4], [0.6, -0.5, 0.1], [0.4, 0.8, -1.8], [1.1, -0.2, 0.7], [0.4, 0.1, 0.0], [0.0, 0.7, 0.2], [-0.4, 0.0, 0.5], [0.7, -0.7, 0.4], [0.1, 2.1, -1.0], [-0.2, 1.2, -0.3], [-0.7, 0.5, 2.0], [0.7, 0.3, -1.1], [-0.6, 0.3, 0.1], [-0.2, -0.2, -1.7], [0.8, 0.1, 0.0], [2.4, 0.9, 0.0], [-0.7, -1.4, 0.9], [0.3, 1.2, 0.0], [0.2, 0.0, 1.9], [-0.6, 0.3, 0.6], [0.6, 0.0, 0.9], [-1.0, 0.4, 0.5], [0.8, 0.7, -0.4], [0.3, -0.4, -0.3], [0.6, -0.3, 1.7], [-0.4, 1.0, -0.6], [-0.3, 0.2, 0.0], [0.2, 1.0, -0.7], [0.5, 0.3, -0.2], [0.1, 0.5, -0.2], [0.7, -0.4, -0.4], [-0.6, -0.5, -1.1], [0.1, 0.0, -0.7], [-0.7, -1.5, -0.5], [0.2, -0.2, 0.2], [-0.5, -0.5, -0.3], [-0.2, 0.6, -1.5], [0.2, -0.2, 0.0], [0.5, -1.1, -0.5], [0.4, -1.1, -0.4], [-0.4, 0.2, 0.0], [-0.1, -0.6, -0.4], [0.1, -0.2, 0.3], [-0.2, 0.5, -0.3], [0.5, 0.0, 0.1], [1.1, 0.4, 0.2], [0.5, -0.3, 0.2], [0.1, 0.3, -0.3], [1.0, 0.5, -0.1], [-0.3, 0.0, 0.0], [-0.8, -0.2, 0.0], [0.1, 0.1, 0.4], [0.9, 0.0, -1.0], [0.0, 0.1, 0.1], [0.1, 0.6, 0.1], [-1.3, 0.3, -0.4], [-0.3, 0.0, -1.5], [-0.1, 0.2, -0.1], [0.8, 0.4, -0.4], [0.2, 0.3, -0.7], [-0.4, -0.4, -1.4], [0.5, -0.4, 0.6], [0.0, 0.3, 0.3], [-1.6, 0.0, -0.2], [-0.2, -0.2, -0.3], [0.1, -0.6, 0.2], [-1.2, -0.7, 1.0], [0.4, 0.5, 0.2], [0.0, 0.1, 0.2], [0.5, 0.3, 0.5], [0.5, 0.0, 0.9], [-0.1, 0.1, 0.0], [-0.9, 0.1, 0.3], [0.0, 0.2, 0.2]], "gap_ev": [4.32, 7.20], "max_force_ev_per_a": 2.687, "charge": 2, "de_lowest_kcal_mol": 16.9, "multiplicity": 7}